No. 1
ORCA calculation (the ωB97M-V functional and the def2-TZVPD basis) on an isolated ion of composition BH3NO2 and charge -1 in a non-equilibrium geometry.

As for the total energy: -231.9976 Ha. The largest force on an atom is 1.1 eV Å⁻¹. Its net charge is -1. The multiplicity is 1.

Atoms and positions in Å:
N: 1.292 -0.372 0.346
B: -0.035 -0.016 0.238
O: -0.634 1.305 0.454
O: -1.084 -0.965 0.014
H: 1.935 0.086 -0.286
H: -0.837 1.689 -0.402
H: -0.636 -1.727 -0.364

=====

No. 2
ORCA calculation (the ωB97M-V functional and the def2-TZVPD basis) on one molecule with the formula BH3O2S in a non-equilibrium geometry.

Its structure (SMILES) is OB(O)S. As for the total energy: -575.4257 Ha. The largest force on an atom is 3.2 eV Å⁻¹. Its net charge is 0. The multiplicity is 1.

Atoms and positions in Å:
B: -0.305 0.240 -0.127
O: -1.023 1.378 -0.154
O: -0.825 -1.018 -0.160
S: 1.530 0.124 -0.159
H: -0.655 2.228 0.255
H: -0.343 -1.794 0.044
H: 1.621 -1.159 0.300

=====

No. 3
ORCA calculation (the ωB97M-V functional and the def2-TZVPD basis) on a 2-piece molecular cluster, BH3OS overall in a non-equilibrium geometry.

As for the total energy: -499.8251 Ha. As for the expectation value of S²: 2.0024. The largest force on an atom is 15.2 eV Å⁻¹. Its net charge is 0. The multiplicity is 3.

Atoms and positions in Å:
B: -2.292 -0.043 -0.371
O: -1.641 -0.756 0.319
S: 2.736 -0.092 0.427
H: -2.636 0.725 -1.245
H: 1.947 0.571 -0.490
H: 1.887 -0.405 1.360

=====

No. 4
ORCA calculation (the ωB97M-V functional and the def2-TZVPD basis) on a 2-piece molecular cluster, BH3S overall in a non-equilibrium geometry.

As for the total energy: -424.7320 Ha. The largest force on an atom is 3.9 eV Å⁻¹. Its net charge is 0. The multiplicity is 1.

Atoms and positions in Å:
B: -0.178 0.114 -0.026
S: 1.629 0.139 0.103
H: -0.791 -0.840 -0.328
H: -0.740 1.935 -0.091
H: 1.997 -1.050 -0.081

=====

No. 5
ORCA calculation (the ωB97M-V functional and the def2-TZVPD basis) on BH3S3 as an isolated structure in a non-equilibrium geometry.

As for the total energy: -1221.2147 Ha. The largest force on an atom is 3.6 eV Å⁻¹. Its net charge is 0. The multiplicity is 1.

Atoms and positions in Å:
B: 0.196 -0.115 0.099
S: -0.277 -2.101 1.352
S: -1.144 0.243 -1.003
S: 1.820 0.589 0.187
H: -1.420 -1.432 1.600
H: -0.541 0.949 -2.035
H: 1.366 1.866 -0.199

=====

No. 6
ORCA calculation (the ωB97M-V functional and the def2-TZVPD basis) on a 2-piece molecular cluster, BH3S3 overall in a non-equilibrium geometry.

Its structure (SMILES) is S=BS.S. As for the total energy: -1221.2312 Ha. The largest force on an atom is 2.0 eV Å⁻¹. Its net charge is 0. The multiplicity is 1.

Atoms and positions in Å:
B: -2.677 -0.093 -0.038
S: 1.654 -0.306 0.092
S: -2.426 -1.676 -0.083
S: -2.989 1.594 0.060
H: 1.460 -1.594 -0.274
H: 2.235 -0.535 1.214
H: -2.998 1.701 1.379

=====

No. 7
ORCA calculation (the ωB97M-V functional and the def2-TZVPD basis) on one molecule with the formula BH4N in a non-equilibrium geometry.

Its structure (SMILES) is BN. As for the total energy: -81.9887 Ha. The largest force on an atom is 4.7 eV Å⁻¹. Its net charge is 0. The multiplicity is 1.

Atoms and positions in Å:
B: 0.727 -0.005 -0.117
N: -0.688 -0.037 0.076
H: 1.101 -1.045 -0.017
H: 1.452 0.844 -0.071
H: -1.189 -0.942 0.203
H: -1.428 0.865 0.261

=====

No. 8
ORCA calculation (the ωB97M-V functional and the def2-TZVPD basis) on BaH18O9 as an isolated structure.

As for the total energy: -712.8801 Ha. The largest force on an atom is 0.6 eV Å⁻¹. Its net charge is +2. The multiplicity is 1.

Atoms and positions in Å:
Ba: 0.007 0.236 -0.125
O: -1.974 0.953 -4.193
H: -2.182 1.690 -4.767
H: -2.400 0.201 -4.604
O: 1.610 -2.441 -4.179
H: 1.258 -2.850 -4.970
H: 2.440 -2.894 -4.025
O: -3.407 -3.519 0.275
H: -4.359 -3.472 0.186
H: -3.194 -4.434 0.094
O: 1.140 2.262 4.002
H: 1.111 3.135 4.392
H: 1.553 1.714 4.669
O: 4.444 2.283 -0.420
H: 4.923 2.457 0.390
H: 5.087 2.424 -1.115
O: -0.117 4.984 -1.040
H: 0.616 5.558 -0.816
H: -0.882 5.558 -1.028
O: 3.184 -3.251 0.487
H: 3.920 -3.251 1.099
H: 3.214 -4.114 0.075
O: -4.535 1.494 0.529
H: -5.201 1.910 -0.018
H: -5.030 1.074 1.233
O: -0.461 -2.332 4.317
H: -0.001 -3.171 4.334
H: -0.764 -2.205 5.216

=====

- Which of these has the lowest net charge?
  BH3NO2